[1]
ORCA calculation (ωB97M-V/def2-TZVPD) on a cluster of 2 separate species, C6H12O in total at a distorted geometry.

Element x y z (Å)
C -0.0769 -1.9001 1.2236
C -1.2451 -1.2501 0.4806
C -0.7136 -0.7561 -0.8368
C -0.9073 0.4514 -1.4052
C 0.7043 1.8519 -0.8132
C 0.9502 1.5588 0.6658
O 1.8860 1.6985 -1.4162
H -0.3370 -2.2937 2.2098
H 0.7340 -1.1753 1.3567
H 0.3244 -2.7218 0.6190
H -1.6528 -0.4036 1.0468
H -2.0699 -1.9842 0.3600
H -0.0595 -1.4681 -1.3406
H -1.6693 1.1311 -1.0386
H -0.6540 0.5461 -2.4590
H 1.4355 2.4269 1.1460
H 1.6362 0.7279 0.8442
H 0.0496 1.3785 1.2625
H 1.8959 2.0875 -2.3091

Cartesian forces (eV/Å) of the 6 atoms listed first:
0.15 -0.09 0.18
0.16 0.14 0.11
-0.13 0.24 -0.19
-1.15 -1.23 -0.63
0.79 0.86 0.74
0.11 -0.12 0.26

Computed properties:
- ΔE to the lowest compared entry with this formula, charge and spin: 4.133 eV
- LUMO: 0.656 eV
- Orbital gap: 0.300 Eh

Atomic partial charges in e from the Mulliken method, atoms 1 to 4:
1. C -1.049
2. C -0.213
3. C 0.002
4. C -1.049

[2]
ORCA calculation (ωB97M-V/def2-TZVPD) on an isolated molecule of C6H12O.

Element x y z (Å)
C 1.6452 0.7826 0.9880
C 0.7326 -0.1906 0.2286
C 1.3734 -0.7258 -1.0354
O -0.0282 -0.9150 1.1995
C -0.7552 -0.1476 0.2343
C -1.3703 1.2265 0.4090
C -1.6644 -1.1141 -0.5413
H 1.6063 0.4921 2.0440
H 1.3907 1.8438 0.9217
H 2.6833 0.6593 0.6553
H 1.2922 0.1149 -1.7442
H 0.8498 -1.5759 -1.4739
H 2.4387 -0.9524 -0.9390
H -1.2411 1.6945 -0.5812
H -2.4436 1.2211 0.6184
H -0.8535 1.8560 1.1344
H -1.6261 -2.0701 -0.0097
H -1.4015 -1.2992 -1.5857
H -2.7046 -0.7685 -0.5127

Cartesian forces (eV/Å) of the 6 atoms listed first:
-0.02 0.09 -0.09
0.13 0.09 -0.22
0.04 -0.22 0.03
-0.05 -0.15 0.20
-0.13 0.21 -0.20
-0.04 0.03 0.21

Computed properties:
- ΔE to the lowest compared entry with this formula, charge and spin: 1.690 eV
- LUMO: 0.944 eV
- SMILES: CC1(C)OC1(C)C
- Orbital gap: 0.392 Eh

Atomic partial charges in e from the Mulliken method, atoms 1 to 4:
1. C -1.427
2. C 1.139
3. C -1.542
4. O -0.593

[3]
ORCA calculation (ωB97M-V/def2-TZVPD) on an isolated molecule of C6H12O.

Element x y z (Å)
C -0.2600 2.1427 -0.3519
C 0.0947 0.9557 0.5327
C 0.1607 -0.3571 -0.2575
C 1.2982 -0.4210 -1.2714
C 0.1622 -1.5658 0.7128
C -1.2477 -2.0797 0.7212
O -1.9635 -1.1801 1.3736
H -1.1464 1.9003 -0.9505
H 0.5482 2.3843 -1.0486
H -0.4890 3.0376 0.2347
H -0.6714 0.8418 1.3064
H 1.0443 1.1263 1.0656
H 1.1849 0.3750 -2.0120
H 2.2898 -0.3070 -0.8173
H 1.2879 -1.3763 -1.8078
H 0.4851 -1.2520 1.7104
H 0.8454 -2.3514 0.3879
H -0.7752 -0.4150 -0.8573
H -2.8908 -1.4326 1.2703

Cartesian forces (eV/Å) of the 6 atoms listed first:
-0.02 0.08 -0.12
-0.05 -0.02 0.05
-0.24 -0.05 -0.22
0.14 0.04 -0.12
0.15 -0.28 0.10
0.15 0.27 -0.04

Computed properties:
- ΔE to the lowest compared entry with this formula, charge and spin: 2.715 eV
- LUMO: 0.917 eV
- Orbital gap: 0.344 Eh

Atomic partial charges in e from the Mulliken method, atoms 1 to 4:
1. C -1.275
2. C -0.534
3. C 0.707
4. C -1.690

[4]
ORCA calculation (ωB97M-V/def2-TZVPD) on an isolated molecule of C6H12O.

Element x y z (Å)
C 2.3287 -0.7845 -0.2351
O 1.2677 -0.8251 0.6898
C 0.3281 0.2143 0.8227
C 0.1031 1.4262 -0.1258
C -1.4133 1.2478 0.1585
C -1.1377 -0.2092 0.5930
C -1.2683 -1.2171 -0.5445
H 3.2975 -0.8018 0.2879
H 2.2982 0.0964 -0.8876
H 2.2746 -1.6780 -0.8696
H 0.4337 0.6358 1.8328
H 0.5551 2.3733 0.1865
H 0.3348 1.2571 -1.1821
H -2.0975 1.3758 -0.6867
H -1.7549 1.8778 0.9863
H -1.6607 -0.5640 1.4875
H -2.2585 -1.6843 -0.5570
H -1.1188 -0.7377 -1.5199
H -0.5117 -2.0027 -0.4367

Cartesian forces (eV/Å) of the 6 atoms listed first:
0.14 0.11 -0.20
0.12 0.04 0.01
-0.15 0.15 0.15
0.15 0.05 -0.11
-0.14 0.10 -0.01
-0.05 -0.11 0.11

Computed properties:
- ΔE to the lowest compared entry with this formula, charge and spin: 1.663 eV
- LUMO: 1.086 eV
- SMILES: CO[C@H]1CC[C@H]1C
- Orbital gap: 0.383 Eh

Atomic partial charges in e from the Mulliken method, atoms 1 to 4:
1. C -0.693
2. O -0.375
3. C 0.045
4. C -0.809

[5]
ORCA calculation (ωB97M-V/def2-TZVPD) on an isolated molecule of C6H12O at a distorted geometry.

Element x y z (Å)
C 1.9681 -0.4416 -0.6823
C 0.7566 0.4043 -0.3302
O 0.7863 0.8069 1.0337
C -0.3192 1.6901 1.0080
C -1.4463 0.8040 0.3038
C -0.6338 -0.2126 -0.5440
C -0.7329 -1.6718 -0.1011
H 2.1161 -1.2527 0.0448
H 1.8436 -0.9066 -1.6675
H 2.8809 0.1580 -0.6805
H 0.6241 1.3860 -0.8375
H -0.6238 1.9515 2.0108
H 0.0627 2.6310 0.5467
H -1.9823 0.2691 1.0986
H -2.2110 1.3199 -0.2909
H -0.8893 -0.1470 -1.6120
H -1.7237 -2.0984 -0.2987
H 0.0033 -2.2880 -0.6349
H -0.5310 -1.7540 0.9718

Cartesian forces (eV/Å) of the 6 atoms listed first:
-0.02 0.14 0.00
0.15 -0.18 -0.35
-0.13 -0.06 -0.01
-0.68 -0.16 0.32
0.15 0.24 0.19
0.10 0.10 0.06

Computed properties:
- ΔE to the lowest compared entry with this formula, charge and spin: 0.886 eV
- LUMO: 1.158 eV
- SMILES: C[C@@H]1OCC[C@@H]1C
- Orbital gap: 0.401 Eh

Atomic partial charges in e from the Mulliken method, atoms 1 to 4:
1. C -1.560
2. C 0.407
3. O -0.472
4. C -0.509

[6]
ORCA calculation (ωB97M-V/def2-TZVPD) on an isolated molecule of C6H12O.

Element x y z (Å)
C -1.1506 2.5241 0.0706
C -0.8163 1.3041 -0.7846
C -0.5645 0.0606 0.0683
C 0.1334 -1.0752 -0.6840
C 0.7599 -2.0927 0.2640
C 1.9603 -1.5472 1.0036
O 2.4891 -0.4872 0.7636
H -2.0322 2.3444 0.6973
H -0.3127 2.7586 0.7382
H -1.3465 3.4097 -0.5430
H -1.6211 1.1122 -1.5071
H 0.0856 1.5164 -1.3739
H -1.5142 -0.2993 0.4903
H 0.0612 0.3547 0.9193
H -0.5699 -1.5782 -1.3590
H 0.9304 -0.6546 -1.3084
H 1.1093 -2.9884 -0.2717
H 0.0385 -2.4604 1.0082
H 2.3602 -2.2014 1.8084

Cartesian forces (eV/Å) of the 6 atoms listed first:
-0.03 0.05 0.03
0.02 0.00 -0.05
0.01 0.02 0.06
0.00 0.01 -0.07
-0.02 0.04 -0.03
0.11 0.24 -0.07

Computed properties:
- ΔE to the lowest compared entry with this formula, charge and spin: 0.436 eV
- LUMO: 1.090 eV
- SMILES: CCCCCC=O
- Orbital gap: 0.403 Eh

Atomic partial charges in e from the Mulliken method, atoms 1 to 4:
1. C -1.269
2. C -0.380
3. C -0.578
4. C -0.626

[7]
ORCA calculation (ωB97M-V/def2-TZVPD) on an isolated molecule of C6H12O.

Element x y z (Å)
C 1.9219 -0.8329 -0.2912
C 0.6302 -0.1561 0.1387
O 0.5995 -0.1339 1.5851
C 0.1910 1.2348 -0.3199
C -1.3264 1.2260 0.0377
C -1.7147 -0.2625 0.2443
C -0.5939 -0.9775 -0.4571
H 2.4414 -0.3122 -1.0918
H 1.6406 -1.8289 -0.6352
H 2.6049 -0.9918 0.5513
H 1.4775 0.1273 1.9011
H 0.7193 2.0724 0.1493
H 0.3450 1.2990 -1.4015
H -1.5167 1.7776 0.9606
H -1.9081 1.6925 -0.7627
H -2.7260 -0.5169 -0.0729
H -1.5899 -0.5244 1.2922
H -0.7499 -0.9052 -1.5497
H -0.4685 -2.0433 -0.3200

Cartesian forces (eV/Å) of the 6 atoms listed first:
0.14 -0.03 -0.23
-0.26 -0.34 -0.64
-0.29 -0.47 -0.05
0.02 0.01 -0.11
-0.10 0.15 0.03
-0.13 0.05 0.22

Computed properties:
- ΔE to the lowest compared entry with this formula, charge and spin: 0.733 eV
- LUMO: 0.937 eV
- SMILES: CC1(O)CCCC1
- Orbital gap: 0.401 Eh

Atomic partial charges in e from the Mulliken method, atoms 1 to 4:
1. C -1.455
2. C 1.210
3. O -0.569
4. C -1.022

[8]
ORCA calculation (ωB97M-V/def2-TZVPD) on a structure of composition C6H12O.

Element x y z (Å)
C 2.1240 -0.2177 -0.4865
C 0.9502 -0.3306 0.4368
O 1.6065 0.5236 1.9612
C -0.1526 0.5605 0.3660
C -0.7552 1.2410 -0.8094
C -1.5797 0.2973 0.0525
C -2.0151 -1.0274 -0.5349
H 1.8573 -0.7225 -1.4242
H 3.0244 -0.6855 -0.0818
H 2.3294 0.8306 -0.7160
H 0.7965 -1.3163 0.8820
H 1.3809 0.0019 2.7508
H 0.6172 1.0088 1.5608
H -0.5166 0.8903 -1.8151
H -0.9625 2.3088 -0.7594
H -2.3293 0.7662 0.6924
H -1.2492 -1.4158 -1.2189
H -2.9492 -0.9306 -1.1007
H -2.1769 -1.7825 0.2442

Cartesian forces (eV/Å) of the 6 atoms listed first:
0.02 0.04 0.02
-0.21 -0.02 -0.24
-0.11 0.03 0.38
0.07 -0.20 -0.16
-0.03 0.14 -0.20
-0.18 -0.02 0.06

Computed properties:
- ΔE to the lowest compared entry with this formula, charge and spin: 4.288 eV
- LUMO: 0.927 eV
- Orbital gap: 0.325 Eh

Atomic partial charges in e from the Mulliken method, atoms 1 to 4:
1. C -1.280
2. C 0.391
3. O -0.668
4. C -0.368

no.,HOMO (eV)
1,-7.5
2,-9.7
3,-8.4
4,-9.3
5,-9.8
6,-9.9
7,-10.0
8,-7.9